(1)
{"formula": "C25H38BNO24P", "method": "ωB97M-V/def2-TZVPD", "species": ["C", "C", "C", "O", "B", "P", "N", "C", "O", "O", "H", "H", "H", "H", "H", "H", "H", "H", "H", "H", "C", "C", "O", "C", "O", "O", "H", "H", "H", "H", "C", "C", "O", "C", "O", "O", "H", "H", "H", "H", "C", "C", "O", "C", "O", "O", "H", "H", "H", "H", "C", "C", "O", "C", "O", "O", "H", "H", "H", "H", "C", "C", "O", "C", "O", "O", "H", "H", "H", "H", "C", "C", "O", "C", "O", "O", "H", "H", "H", "H", "C", "C", "O", "C", "O", "O", "H", "H", "H", "H"], "coordinates": [[1.731, -0.574, 0.144], [0.962, 0.206, -0.984], [0.021, -0.718, -1.869], [-1.374, -0.464, -1.659], [-1.894, -1.014, -0.488], [-1.466, -2.774, 0.227], [-2.282, -3.833, -0.689], [-2.969, -0.088, 0.306], [-3.072, 1.122, -0.038], [-3.722, -0.561, 1.241], [2.659, -0.014, 0.424], [1.057, -0.596, 1.041], [1.961, -1.634, -0.123], [1.710, 0.675, -1.670], [0.393, 1.042, -0.519], [0.233, -0.427, -2.930], [0.318, -1.790, -1.791], [-1.834, -2.849, 1.571], [-0.081, -3.038, 0.042], [-2.875, -4.393, -0.075], [-3.169, 3.553, -2.618], [-1.849, 2.854, -2.509], [-1.283, 3.039, -3.815], [-1.861, 4.132, -4.354], [-1.496, 4.657, -5.367], [-2.907, 4.562, -3.605], [-3.485, 3.998, -1.677], [-3.962, 2.898, -2.983], [-1.190, 3.317, -1.770], [-1.953, 1.796, -2.274], [-6.189, 0.192, 4.162], [-4.736, -0.149, 4.074], [-4.197, 0.448, 5.268], [-5.214, 0.559, 6.154], [-5.078, 0.861, 7.305], [-6.411, 0.283, 5.574], [-6.822, -0.571, 3.717], [-6.420, 1.158, 3.705], [-4.556, -1.220, 4.106], [-4.266, 0.262, 3.181], [1.130, 6.594, -4.971], [1.913, 7.631, -5.727], [3.125, 7.720, -4.978], [3.274, 6.545, -4.308], [4.262, 6.226, -3.723], [2.155, 5.784, -4.393], [0.484, 6.002, -5.617], [0.527, 7.028, -4.170], [2.151, 7.316, -6.747], [1.406, 8.594, -5.764], [-6.276, -4.639, 7.095], [-6.568, -3.254, 7.608], [-6.195, -2.427, 6.513], [-6.266, -3.182, 5.386], [-6.177, -2.752, 4.282], [-6.453, -4.499, 5.689], [-6.956, -5.388, 7.499], [-5.247, -4.950, 7.293], [-7.629, -3.100, 7.821], [-5.990, -3.005, 8.496], [1.688, -5.641, 3.433], [0.375, -6.338, 3.196], [-0.503, -5.260, 2.886], [0.258, -4.237, 2.426], [-0.184, -3.249, 1.920], [1.582, -4.484, 2.608], [2.543, -6.249, 3.143], [1.813, -5.324, 4.471], [0.410, -7.021, 2.343], [0.025, -6.884, 4.071], [5.449, 2.034, -4.558], [4.446, 2.823, -3.763], [3.324, 1.941, -3.710], [3.792, 0.677, -3.887], [3.140, -0.307, -3.731], [5.097, 0.684, -4.262], [6.470, 2.242, -4.262], [5.351, 2.196, -5.636], [4.785, 3.026, -2.744], [4.179, 3.766, -4.239], [6.915, -1.656, -1.204], [8.420, -1.686, -1.168], [8.778, -0.779, -2.208], [7.728, 0.068, -2.385], [7.759, 1.047, -3.059], [6.639, -0.347, -1.692], [6.469, -1.807, -0.223], [6.497, -2.388, -1.900], [8.824, -1.317, -0.222], [8.824, -2.679, -1.362]], "e_homo_ev": -4.20, "gap_ha": 0.220, "de_lowest_kcal_mol": 0.0, "lumo_energy_ev": 1.796, "charge": -1}



(2)
{"formula": "C57H43ClN9O6SSiSn", "method": "ωB97M-V/def2-TZVPD", "species": ["Sn", "N", "C", "C", "C", "C", "C", "C", "N", "C", "C", "C", "S", "C", "N", "H", "H", "H", "H", "H", "H", "H", "O", "C", "O", "C", "C", "C", "C", "C", "C", "C", "C", "C", "N", "H", "H", "H", "H", "H", "H", "O", "N", "O", "C", "C", "C", "C", "C", "C", "N", "C", "C", "N", "C", "C", "C", "C", "H", "H", "H", "H", "H", "H", "H", "Cl", "O", "C", "N", "C", "O", "C", "C", "C", "C", "N", "C", "H", "H", "H", "H", "H", "H", "H", "H", "C", "C", "C", "C", "C", "C", "Si", "C", "C", "C", "C", "C", "C", "C", "C", "C", "C", "C", "C", "H", "H", "H", "H", "H", "H", "H", "H", "H", "H", "H", "H", "H", "H", "H"], "coordinates": [[-0.269, -0.206, -0.048], [-1.867, 2.766, 2.958], [-3.177, 2.592, 2.593], [-4.376, 2.935, 3.192], [-5.532, 2.572, 2.524], [-5.489, 1.925, 1.287], [-4.296, 1.600, 0.677], [-3.125, 1.910, 1.355], [-1.821, 1.668, 1.032], [-1.099, 2.160, 2.007], [0.340, 2.226, 2.021], [1.009, 3.198, 2.709], [2.714, 3.127, 2.396], [2.391, 1.825, 1.103], [1.087, 1.367, 1.296], [-1.526, 3.105, 3.839], [-4.408, 3.430, 4.152], [-6.490, 2.778, 2.981], [-6.418, 1.658, 0.803], [-4.266, 1.101, -0.278], [0.610, 4.000, 3.296], [3.157, 1.057, 1.227], [1.220, -2.609, -3.237], [1.248, -1.895, -2.243], [0.598, -2.097, -1.172], [2.171, -0.689, -2.261], [3.218, -0.693, -3.181], [4.134, 0.318, -3.138], [3.977, 1.358, -2.200], [4.914, 2.397, -2.118], [4.717, 3.436, -1.212], [3.614, 3.488, -0.422], [2.577, 2.436, -0.380], [2.838, 1.317, -1.349], [1.992, 0.298, -1.384], [3.279, -1.513, -3.877], [4.982, 0.344, -3.808], [5.766, 2.392, -2.781], [5.444, 4.236, -1.159], [3.483, 4.326, 0.247], [1.586, 2.873, -0.568], [-7.850, -3.230, -0.710], [-7.078, -2.510, -1.344], [-7.401, -2.008, -2.421], [-5.808, -2.263, -0.796], [-5.551, -2.798, 0.463], [-4.369, -2.579, 1.146], [-4.069, -3.206, 2.401], [-2.955, -2.862, 3.065], [-2.134, -1.764, 2.555], [-2.243, -1.436, 1.220], [-3.352, -1.755, 0.583], [-3.541, -1.312, -0.779], [-2.514, -0.689, -1.357], [-2.613, -0.259, -2.591], [-3.782, -0.384, -3.337], [-4.862, -1.020, -2.771], [-4.771, -1.531, -1.464], [-6.331, -3.396, 0.916], [-4.720, -3.999, 2.739], [-2.661, -3.326, 3.993], [-1.102, -1.733, 2.896], [-1.717, 0.181, -3.001], [-3.836, 0.011, -4.339], [-5.775, -1.152, -3.328], [-2.751, -0.208, 3.610], [0.626, 2.675, -7.927], [1.474, 3.558, -7.255], [1.002, 3.882, -5.928], [1.255, 3.011, -4.902], [2.016, 2.076, -5.029], [0.515, 3.292, -3.645], [0.165, 4.564, -3.202], [-0.573, 4.673, -2.035], [-0.916, 3.519, -1.348], [-0.566, 2.307, -1.755], [0.124, 2.199, -2.874], [0.667, 1.817, -7.484], [1.512, 4.471, -7.855], [2.480, 3.136, -7.135], [0.197, 4.484, -5.859], [0.473, 5.449, -3.741], [-0.877, 5.640, -1.664], [-1.485, 3.559, -0.430], [0.395, 1.199, -3.185], [0.653, -6.407, 0.404], [-0.341, -5.456, 0.559], [-0.023, -4.186, 0.999], [1.290, -3.831, 1.300], [2.277, -4.802, 1.154], [1.963, -6.077, 0.712], [1.687, -2.032, 1.779], [3.507, -1.596, 1.439], [4.337, -1.032, 2.412], [5.637, -0.662, 2.115], [6.130, -0.807, 0.828], [5.323, -1.366, -0.150], [4.037, -1.770, 0.160], [1.256, -1.724, 3.616], [0.811, -2.745, 4.458], [0.467, -2.481, 5.772], [0.551, -1.191, 6.274], [0.971, -0.163, 5.444], [1.318, -0.431, 4.134], [0.407, -7.397, 0.040], [-1.368, -5.702, 0.323], [-0.802, -3.444, 1.075], [3.305, -4.553, 1.379], [2.741, -6.820, 0.599], [3.964, -0.890, 3.417], [6.273, -0.250, 2.888], [7.136, -0.488, 0.588], [5.695, -1.475, -1.159], [3.426, -2.218, -0.608], [0.715, -3.749, 4.063], [0.129, -3.288, 6.410], [0.276, -0.988, 7.301], [1.029, 0.848, 5.820], [1.614, 0.374, 3.483]], "e_homo_ev": [-3.97, -4.07], "gap_ha": [0.194, 0.193], "lumo_energy_ev": [1.311, 1.193], "charge": -1}



(3)
{"formula": "C23H24BN4O2RuS", "method": "ωB97M-V/def2-TZVPD", "species": ["Ru", "C", "N", "C", "C", "C", "C", "C", "C", "C", "N", "C", "C", "C", "C", "C", "C", "N", "C", "C", "H", "H", "H", "H", "H", "H", "H", "H", "H", "H", "H", "H", "H", "H", "H", "H", "H", "H", "H", "H", "S", "C", "N", "O", "B", "O", "C", "C", "C", "C", "C", "C", "H", "H", "H", "H"], "coordinates": [[0.116, -0.481, -0.470], [-2.918, -0.836, -0.748], [-1.931, 0.201, -1.120], [-2.014, 0.463, -2.569], [-2.137, 1.436, -0.355], [-3.396, 1.989, -0.214], [-3.596, 3.081, 0.618], [-2.521, 3.573, 1.340], [-1.251, 3.041, 1.179], [-1.015, 2.009, 0.267], [0.220, 1.413, -0.012], [1.459, 1.915, 0.369], [1.739, 3.202, 0.836], [3.009, 3.536, 1.280], [4.041, 2.612, 1.256], [3.806, 1.363, 0.696], [2.546, 1.029, 0.237], [2.317, -0.196, -0.536], [2.721, 0.088, -1.932], [3.071, -1.367, -0.046], [-3.927, -0.566, -1.076], [-2.908, -0.969, 0.332], [-2.641, -1.772, -1.227], [-3.024, 0.794, -2.829], [-1.775, -0.445, -3.116], [-1.304, 1.245, -2.836], [-4.236, 1.544, -0.730], [-4.583, 3.508, 0.731], [-2.666, 4.374, 2.053], [-0.457, 3.401, 1.816], [0.977, 3.967, 0.828], [3.184, 4.535, 1.657], [5.023, 2.867, 1.631], [4.617, 0.655, 0.598], [3.784, 0.346, -1.953], [2.144, 0.929, -2.314], [2.550, -0.789, -2.551], [4.138, -1.275, -0.271], [2.687, -2.252, -0.549], [2.923, -1.470, 1.023], [0.319, -2.039, -2.395], [-0.328, -2.751, -1.013], [-0.800, -3.267, -0.080], [-1.062, -0.717, 2.415], [-0.025, -0.970, 1.521], [0.924, -1.817, 2.118], [0.423, -2.118, 3.360], [0.948, -2.943, 4.328], [0.214, -3.070, 5.506], [-0.988, -2.395, 5.689], [-1.510, -1.563, 4.700], [-0.776, -1.448, 3.543], [1.879, -3.470, 4.172], [0.588, -3.711, 6.294], [-1.532, -2.522, 6.615], [-2.444, -1.033, 4.830]], "e_homo_ev": [-7.15, -7.66], "gap_ha": [0.283, 0.262], "multiplicity": 2, "s2": 0.7586, "de_lowest_kcal_mol": 17.6, "lumo_energy_ev": [0.547, -0.518]}



(4)
{"formula": "C36H42BaFN4O3Si", "method": "ωB97M-V/def2-TZVPD", "species": ["Ba", "F", "C", "C", "C", "C", "O", "C", "C", "N", "C", "C", "C", "C", "C", "C", "N", "C", "C", "N", "C", "C", "C", "O", "O", "H", "H", "H", "H", "H", "H", "H", "H", "H", "H", "H", "H", "H", "H", "H", "H", "H", "H", "C", "Si", "C", "N", "C", "C", "C", "C", "C", "C", "C", "C", "C", "C", "C", "C", "C", "C", "C", "C", "C", "H", "H", "H", "H", "H", "H", "H", "H", "H", "H", "H", "H", "H", "H", "H", "H", "H", "H", "H", "H", "H", "H", "H", "H"], "coordinates": [[-0.120, 0.656, -3.873], [0.119, -0.158, 3.631], [0.064, 1.060, 2.986], [-0.191, 1.031, 1.639], [-0.010, 2.146, 0.818], [-0.133, 2.220, -0.615], [-0.006, 1.110, -1.320], [-0.254, 3.459, -1.248], [-0.050, 4.626, -0.545], [0.368, 4.593, 0.810], [0.684, 5.818, 1.481], [1.495, 6.778, 0.673], [2.088, 6.098, 1.880], [0.264, 3.363, 1.576], [0.399, 3.409, 2.968], [0.312, 2.235, 3.760], [0.528, 2.316, 5.150], [-0.223, 3.378, 5.856], [0.384, 3.863, 7.175], [1.645, 3.083, 7.489], [1.332, 1.614, 7.420], [1.025, 1.182, 5.963], [-0.442, 3.475, -2.745], [-1.555, 3.024, -3.207], [0.590, 3.697, -3.497], [-0.479, 0.101, 1.134], [-0.125, 5.581, -1.055], [-0.087, 6.227, 2.149], [1.282, 7.864, 0.721], [1.937, 6.489, -0.288], [2.235, 6.749, 2.752], [2.841, 5.329, 1.694], [0.608, 4.384, 3.386], [-1.258, 3.062, 6.012], [-0.320, 4.273, 5.188], [-0.316, 3.711, 8.005], [0.659, 4.939, 7.128], [2.020, 3.322, 8.438], [2.357, 3.307, 6.790], [0.473, 1.368, 8.053], [2.194, 1.046, 7.800], [0.282, 0.360, 6.037], [1.938, 0.782, 5.518], [1.631, -1.377, -3.740], [0.787, -2.872, -3.124], [-0.997, -2.933, -3.941], [-1.941, -1.768, -3.798], [-2.686, -1.757, -2.510], [-4.103, -1.184, -2.596], [-4.907, -2.050, -3.575], [-4.124, -2.378, -4.864], [-2.825, -1.611, -4.984], [0.689, -2.789, -1.225], [-0.129, -3.724, -0.555], [-0.142, -3.781, 0.854], [0.616, -2.845, 1.628], [1.418, -1.916, 0.919], [1.479, -1.901, -0.478], [1.443, -4.648, -3.424], [2.278, -5.301, -2.485], [2.834, -6.544, -2.792], [2.710, -7.108, -4.073], [1.849, -6.470, -4.983], [1.227, -5.257, -4.681], [2.278, -1.543, -4.622], [2.193, -0.789, -2.968], [-1.483, -3.875, -3.660], [-0.794, -3.043, -5.008], [-2.079, -1.222, -1.764], [-2.797, -2.805, -2.140], [-4.080, -0.105, -2.898], [-4.536, -1.184, -1.584], [-5.853, -1.522, -3.895], [-5.221, -2.980, -3.060], [-4.756, -2.119, -5.749], [-3.907, -3.470, -4.994], [-3.019, -0.516, -5.060], [-2.261, -1.929, -5.898], [-0.766, -4.365, -1.154], [-0.696, -4.555, 1.341], [0.613, -2.836, 2.713], [1.950, -1.131, 1.442], [2.143, -1.235, -1.000], [2.503, -4.834, -1.530], [3.376, -7.062, -2.025], [3.231, -8.029, -4.337], [1.709, -6.824, -5.988], [0.587, -4.782, -5.420]], "e_homo_ev": -8.12, "gap_ha": 0.166, "lumo_energy_ev": -3.598, "charge": 1}



(5)
{"formula": "C40H40OP2Si2Ta", "method": "ωB97M-V/def2-TZVPD", "species": ["Ta", "C", "Si", "C", "C", "C", "C", "C", "C", "P", "C", "C", "C", "C", "C", "C", "C", "C", "C", "C", "C", "C", "C", "C", "C", "C", "C", "C", "P", "C", "C", "C", "C", "C", "C", "C", "C", "C", "C", "C", "C", "H", "H", "H", "H", "H", "H", "H", "H", "H", "H", "H", "H", "H", "H", "H", "H", "H", "H", "H", "H", "H", "H", "H", "H", "H", "H", "H", "H", "H", "H", "H", "C", "Si", "C", "C", "O", "H", "H", "H", "H", "H", "H", "H", "H", "H"], "coordinates": [[-0.378, -0.518, 0.206], [3.258, 0.838, 0.381], [2.195, -0.536, -0.286], [2.242, -2.231, 0.576], [2.968, -3.296, 0.029], [3.191, -4.448, 0.764], [2.687, -4.581, 2.058], [1.935, -3.564, 2.617], [1.711, -2.408, 1.867], [0.720, -1.038, 2.411], [1.231, -0.295, 3.948], [0.346, -0.001, 4.987], [0.836, 0.572, 6.148], [2.192, 0.848, 6.273], [3.072, 0.542, 5.242], [2.599, -0.032, 4.075], [-1.026, -1.540, 2.382], [-1.989, -0.520, 2.607], [-3.326, -0.843, 2.738], [-3.723, -2.175, 2.650], [-2.794, -3.186, 2.412], [-1.455, -2.880, 2.270], [2.416, -0.790, -2.133], [3.631, -0.518, -2.760], [3.771, -0.657, -4.137], [2.692, -1.051, -4.916], [1.468, -1.322, -4.320], [1.345, -1.212, -2.937], [-0.225, -1.582, -2.156], [-0.420, -3.313, -1.740], [0.429, -4.309, -2.213], [0.169, -5.631, -1.882], [-0.923, -5.953, -1.084], [-1.772, -4.959, -0.612], [-1.522, -3.636, -0.942], [-1.546, -1.121, -3.285], [-2.387, -2.075, -3.854], [-3.329, -1.676, -4.793], [-3.426, -0.342, -5.159], [-2.581, 0.608, -4.591], [-1.644, 0.224, -3.650], [4.322, 0.593, 0.372], [2.984, 1.106, 1.401], [3.115, 1.715, -0.254], [3.389, -3.210, -0.966], [3.780, -5.251, 0.338], [2.888, -5.479, 2.626], [1.543, -3.658, 3.622], [-0.707, -0.233, 4.912], [0.160, 0.793, 6.963], [2.568, 1.292, 7.184], [4.129, 0.744, 5.351], [3.294, -0.293, 3.286], [-1.673, 0.513, 2.730], [-4.054, -0.069, 2.938], [-4.768, -2.429, 2.775], [-3.121, -4.216, 2.362], [-0.726, -3.662, 2.096], [4.479, -0.174, -2.180], [4.721, -0.438, -4.604], [2.798, -1.138, -5.989], [0.622, -1.611, -4.932], [1.275, -4.057, -2.841], [0.811, -6.416, -2.260], [-1.125, -6.989, -0.844], [-2.639, -5.222, -0.021], [-2.228, -2.862, -0.635], [-2.308, -3.120, -3.584], [-3.980, -2.412, -5.244], [-4.155, -0.038, -5.898], [-2.651, 1.644, -4.898], [-0.966, 0.958, -3.229], [-1.880, 3.227, -1.705], [-2.625, 2.214, -0.349], [-4.153, 1.285, -0.820], [-2.677, 3.113, 1.271], [-1.478, 0.881, -0.012], [-2.307, 4.231, -1.653], [-2.103, 2.829, -2.694], [-0.799, 3.336, -1.601], [-4.914, 1.982, -1.179], [-4.585, 0.738, 0.020], [-3.947, 0.584, -1.634], [-3.051, 4.125, 1.103], [-1.681, 3.218, 1.708], [-3.340, 2.648, 2.003]], "e_homo_ev": -16.66, "gap_ha": 0.240, "lumo_energy_ev": -10.119, "charge": 3}